(1)
Formula: C6H8N2
Source: the OMol25 dataset
Level of theory: ωB97M-V/def2-TZVPD

Properties
**LUMO energy**: 0.739 eV
**Energy above the lowest of the compared OMol25 structures with the same formula, charge and spin**: 212.6 kJ/mol
**Gap between HOMO and LUMO**: 9.2 eV
**SMILES string**: C[C@]1(CC#N)C=C1N
**2S+1**: 1
**E_tot**: -9329.5041 eV

Geometry (Å):
C 1.622 0.046 0.899
C 0.011 -0.454 -1.101
C 0.222 -0.173 0.348
N -0.042 0.127 -2.316
C -0.155 -1.476 -0.297
C -0.827 0.631 1.134
C -2.129 0.554 0.529
N -3.160 0.494 0.038
H 0.464 0.989 -2.442
H -0.075 -0.482 -3.118
H -0.425 -2.487 -0.131
H 2.342 -0.547 0.339
H 1.674 -0.252 1.945
H 1.910 1.096 0.831
H -0.534 1.686 1.184
H -0.898 0.248 2.158



(2)
Formula: C6H8N2
Source: the OMol25 dataset
Level of theory: ωB97M-V/def2-TZVPD

Properties
**LUMO energy (alpha / beta)**: 0.268 / 0.107 eV
**Energy above the lowest of the compared OMol25 structures with the same formula, charge and spin**: 966.0 kJ/mol
**Gap between HOMO and LUMO (alpha / beta)**: 6.4 / 6.7 eV
**2S+1**: 1
**E_tot**: -9321.6952 eV

Geometry (Å):
C 0.904 -1.889 -0.051
C -0.832 0.781 0.391
C -0.465 -1.268 -0.098
N -0.283 1.007 1.595
C -0.471 0.253 -0.811
N -1.507 -1.993 -0.001
C 0.265 1.828 -0.736
C 0.948 2.759 -1.078
H -0.582 0.416 2.358
H 0.022 1.965 1.763
H -2.364 -1.440 0.047
H -0.939 0.162 -1.779
H 1.403 -1.729 0.905
H 1.541 -1.468 -0.833
H 0.839 -2.964 -0.229
H 1.521 3.580 -1.441



(3)
Formula: C6H8N2
Source: the OMol25 dataset
Level of theory: ωB97M-V/def2-TZVPD

Properties
**LUMO energy (alpha / beta)**: -0.091 / -0.091 eV
**Energy above the lowest of the compared OMol25 structures with the same formula, charge and spin**: 422.3 kJ/mol
**Gap between HOMO and LUMO (alpha / beta)**: 8.5 / 8.5 eV
**2S+1**: 1
**E_tot**: -9327.3303 eV

Geometry (Å):
C 0.488 0.572 0.060
C -1.296 -1.526 -0.434
C 1.630 0.299 -0.869
C 0.306 1.987 0.512
C -0.557 -0.378 0.169
N -0.380 -0.567 1.428
C -1.634 -2.060 0.941
N -2.311 -2.692 1.660
H -0.676 -2.223 -1.008
H -2.189 -1.217 -0.985
H 1.540 0.922 -1.768
H 1.664 -0.744 -1.185
H 2.583 0.572 -0.400
H 1.160 2.301 1.116
H -0.591 2.097 1.117
H 0.262 2.659 -0.353



(4)
Formula: C6H8N2
Source: the OMol25 dataset
Level of theory: ωB97M-V/def2-TZVPD

Properties
**LUMO energy (alpha / beta)**: 0.957 / -0.688 eV
**Energy above the lowest of the compared OMol25 structures with the same formula, charge and spin**: 331.5 kJ/mol
**Gap between HOMO and LUMO (alpha / beta)**: 6.4 / 6.9 eV
**2S+1**: 3
**E_tot**: -9323.8872 eV

Geometry (Å):
C 2.384 -0.367 -0.314
C 1.013 1.196 0.632
C 0.177 -1.255 0.192
C -0.260 1.425 0.028
C -0.642 -0.067 -0.151
C -2.134 -0.267 0.275
N 1.923 0.802 -0.093
N 1.478 -1.396 0.021
H 3.469 -0.512 -0.291
H -1.028 1.816 0.719
H -0.139 1.972 -0.917
H -0.550 -0.032 -1.274
H -2.866 0.519 -0.030
H -2.088 -0.316 1.479
H -2.488 -1.163 -0.207
H 1.752 -2.354 -0.067



(5)
Formula: C6H8N2O
Source: the OMol25 dataset
Level of theory: ωB97M-V/def2-TZVPD

Properties
**LUMO energy**: -0.368 eV
**Energy above the lowest of the compared OMol25 structures with the same formula, charge and spin**: 1482.4 kJ/mol
**Gap between HOMO and LUMO**: 8.6 eV
**2S+1**: 1
**E_tot**: -11363.9829 eV

Geometry (Å):
C 1.854 -1.003 0.047
C 0.846 1.139 -0.412
C -0.729 1.892 0.265
C -1.512 0.620 -0.242
C 0.295 -1.109 -0.346
C -0.101 0.075 0.046
H 1.945 -1.015 1.654
H 3.096 -1.405 -0.619
H 0.823 1.458 -1.596
H -0.554 1.868 1.431
H -1.261 2.655 -0.525
H -1.998 0.660 -1.313
H -2.809 -1.123 0.213
H -0.011 0.043 1.259
N -1.892 -0.663 0.428
N -0.899 -1.791 -0.207
O 2.048 0.544 0.224



(6)
Formula: C6H8N2O
Source: the OMol25 dataset
Level of theory: ωB97M-V/def2-TZVPD

Properties
**LUMO energy**: 0.245 eV
**Energy above the lowest of the compared OMol25 structures with the same formula, charge and spin**: 367.2 kJ/mol
**Gap between HOMO and LUMO**: 9.0 eV
**SMILES string**: CC(=O)c1nccn1C
**2S+1**: 1
**E_tot**: -11375.5413 eV

Geometry (Å):
C -2.220 0.704 0.668
C -1.420 -0.404 -0.029
C 0.017 -0.441 0.007
C 2.019 -1.094 0.186
C 2.106 0.329 0.014
C 0.429 2.049 -0.287
H -1.872 1.108 1.518
H -3.065 0.234 0.868
H -2.186 1.541 -0.321
H 2.973 -1.876 0.510
H 2.924 0.889 -0.107
H 1.175 2.486 -0.706
H -0.301 2.521 0.607
H -0.286 2.183 -1.259
N 0.820 -1.474 0.190
N 0.815 0.715 -0.089
O -2.048 -1.329 -0.648